51
Properties=species:S:1:pos:R:3:nbo_charge:R:1 method="wB97M-V/def2-TZVPD" orbital_gap_ev="6.623 / 6.618" multiplicity=1 total_charge=+1 max_force_ev_per_a=0.6 homo_ev="-12.06 / -12.06"
Os -0.0220 -0.2870 0.6034 1.17
C -1.5972 -1.8928 -1.3767 -0.63
C -2.3564 -0.6085 -1.1179 -0.24
N -2.0485 -0.0193 0.2377 -0.35
C -3.0110 -0.6153 1.2230 -0.22
C -2.6481 -0.4281 2.6767 -0.64
C -2.1966 1.4594 0.1578 -0.24
C -1.0838 2.0268 -0.7187 -0.27
N 0.1378 1.2230 -0.4933 -0.40
C 1.3537 1.6429 -1.0690 -0.02
C 2.4921 0.8531 -0.8541 0.36
F 2.3724 -0.3054 -0.1654 -0.30
C 3.7341 1.1924 -1.3452 0.35
F 4.7594 0.3874 -1.1047 -0.27
C 3.9020 2.3478 -2.0817 -0.29
C 2.7982 3.1415 -2.3074 0.36
F 2.9163 4.2619 -3.0077 -0.27
C 1.5428 2.8072 -1.8232 0.33
F 0.5342 3.6357 -2.1003 -0.29
H -1.8369 -2.2646 -2.3725 0.26
H -1.8220 -2.6720 -0.6530 0.25
H -0.5063 -1.7481 -1.3831 0.20
H -3.4353 -0.7638 -1.1675 0.23
H -2.0989 0.1314 -1.8716 0.21
H -3.0707 -1.6779 0.9920 0.23
H -3.9845 -0.1692 0.9995 0.21
H -1.7437 -0.9789 2.9260 0.22
H -3.4580 -0.8394 3.2794 0.25
H -2.5278 0.6185 2.9577 0.21
H -2.1293 1.8520 1.1700 0.24
H -3.1759 1.7162 -0.2533 0.23
H -0.8898 3.0543 -0.4123 0.26
H -1.3374 2.0529 -1.7782 0.22
H 4.8709 2.6206 -2.4759 0.27
F -0.7116 -0.7114 7.7116 -0.26
C -0.3812 -0.3601 6.4847 0.31
C -0.5926 0.9448 6.0574 0.27
F -1.1331 1.8326 6.8792 -0.27
C -0.2445 1.3004 4.7688 0.36
F -0.4777 2.5498 4.3744 -0.28
C 0.3215 0.3810 3.8842 -0.36
S 0.8157 0.9497 2.2997 0.12
C 0.5402 -0.9145 4.3441 0.35
F 1.1131 -1.8132 3.5579 -0.28
C 0.1831 -1.2926 5.6259 0.31
F 0.3896 -2.5341 6.0385 -0.27
F -0.8319 -4.8926 1.1329 -0.49
B 0.2848 -4.4999 0.5556 1.48
F -0.1181 -2.1219 1.1818 -0.61
F 1.4375 -4.5765 1.1782 -0.48
F 0.2531 -4.1073 -0.7115 -0.51